The following is a quantum chemistry calculation of C7H9ClO3 in the gas phase in a non-equilibrium geometry, from the Open Molecules 2025 dataset.

Properties
Energy above the lowest of the compared OMol25 structures with the same formula, charge and spin (kcal/mol): 77.6
Strongest force on any atom (hartree/bohr): 0.077
Charge: 0
DFT total energy (a.u.): -957.8854
Frontier orbital gap (Eh): 0.336

Element x y z (Å)
C (-1.119, 1.045, 0.807)
C (-2.111, 0.454, 0.193)
C (-1.893, -0.832, -0.538)
C (-0.534, -0.833, -1.248)
C (0.424, 0.037, -0.503)
C (2.239, 1.487, -0.515)
C (0.482, -1.268, 1.382)
O (-2.677, -1.696, -0.791)
O (1.120, 0.912, -1.160)
O (1.171, -0.460, 0.435)
Cl (-3.868, 0.898, 0.341)
H (-1.127, 1.843, 1.539)
H (-0.139, -1.806, -1.326)
H (-0.706, -0.165, -2.195)
H (2.627, 2.380, -1.138)
H (3.084, 0.816, -0.458)
H (1.962, 1.689, 0.568)
H (-0.043, -2.166, 0.785)
H (-0.185, -0.584, 1.860)
H (1.294, -1.749, 1.963)